[1]
{
  "formula": "C10H15NO2",
  "method": "ωB97M-V with the def2-TZVPD basis set",
  "total_energy_ev": -16196.947,
  "e_lumo_ev": 0.726,
  "homo_energy_ev": -8.2,
  "de_lowest_kcal_mol": 49.5,
  "elements": ["C", "C", "C", "O", "N", "H", "H", "H", "H", "H", "H", "H", "C", "C", "C", "C", "C", "C", "C", "O", "H", "H", "H", "H", "H", "H", "H", "H"],
  "positions_angstrom": [[1.866, -1.919, 0.872], [1.080, -0.796, 1.514], [1.412, -2.315, -0.496], [1.630, -1.736, -1.548], [0.884, -3.678, -0.686], [2.829, -1.345, 0.564], [2.132, -2.792, 1.489], [1.076, 0.180, 0.996], [0.828, -3.744, -1.648], [0.562, -4.287, 0.024], [1.373, -0.577, 2.631], [0.014, -1.124, 1.516], [0.747, 2.392, -1.706], [-1.810, 0.002, -0.398], [-0.887, 0.544, -1.267], [-2.205, 0.767, 0.672], [-0.342, 1.768, -0.890], [-1.813, 2.078, 0.944], [-0.852, 2.602, 0.103], [-3.102, 0.216, 1.555], [-2.334, -1.009, -0.583], [-0.753, 0.086, -2.295], [-3.098, 0.843, 2.444], [-2.245, 2.626, 1.838], [0.689, 3.545, -1.829], [0.963, 1.940, -2.729], [-0.395, 3.623, 0.215], [1.753, 2.109, -1.301]],
  "nbo_charge": [-0.5272, -0.6083, 0.6979, -0.6123, -0.8755, 0.2427, 0.2302, 0.2305, 0.3995, 0.3948, 0.2166, 0.2096, -0.6571, -0.2809, -0.2051, 0.2857, 0.0037, -0.2921, -0.2039, -0.6778, 0.2340, 0.2375, 0.4748, 0.2090, 0.2124, 0.2237, 0.2178, 0.2197]
}

[2]
{
  "formula": "C10H15NO2S",
  "method": "ωB97M-V with the def2-TZVPD basis set",
  "total_energy_ev": -27031.431,
  "e_lumo_ev": 0.509,
  "homo_energy_ev": -8.6,
  "de_lowest_kcal_mol": 53.5,
  "elements": ["C", "C", "C", "C", "C", "C", "C", "C", "C", "C", "N", "O", "O", "S", "H", "H", "H", "H", "H", "H", "H", "H", "H", "H", "H", "H", "H", "H", "H"],
  "positions_angstrom": [[3.858, 0.051, 0.248], [3.080, -0.831, 1.055], [3.231, 1.014, -0.502], [1.686, -0.741, 0.977], [1.827, 1.097, -0.666], [1.045, 0.224, 0.071], [-2.309, 1.055, 1.569], [-0.659, -1.329, -1.576], [-1.130, 0.186, 1.267], [-0.987, 0.174, -1.306], [-0.313, 0.536, 0.008], [0.729, 3.277, 0.583], [-0.660, 3.055, -1.356], [-0.546, 2.899, 0.045], [4.968, 0.103, 0.273], [3.597, -1.436, 1.939], [3.721, 1.695, -1.217], [1.063, -1.271, 1.679], [1.395, 1.850, -1.293], [-2.075, 2.038, 1.626], [-3.153, 1.046, 0.769], [-2.694, 0.677, 2.440], [0.413, -1.417, -1.645], [-0.951, -1.947, -0.799], [-1.012, -1.687, -2.596], [-1.369, -0.923, 1.230], [-0.397, 0.248, 2.232], [-2.045, 0.527, -1.262], [-0.452, 0.718, -2.066]],
  "nbo_charge": [-0.2383, -0.2006, -0.1818, -0.2573, -0.2200, 0.1423, -0.6222, -0.6276, -0.2152, -0.2108, -0.4856, -0.8945, -0.9252, 1.6889, 0.2219, 0.2276, 0.2157, 0.2151, 0.2338, 0.2143, 0.1995, 0.2208, 0.2221, 0.2014, 0.2209, 0.1939, 0.2203, 0.2186, 0.2221]
}

[3]
{
  "formula": "C10H15NO3S",
  "method": "ωB97M-V with the def2-TZVPD basis set",
  "total_energy_ev": -29075.935,
  "e_lumo_ev": 0.702,
  "homo_energy_ev": -8.8,
  "de_lowest_kcal_mol": 111.8,
  "elements": ["C", "C", "C", "C", "C", "C", "C", "C", "C", "C", "N", "O", "O", "O", "S", "H", "H", "H", "H", "H", "H", "H", "H", "H", "H", "H", "H", "H", "H", "H"],
  "positions_angstrom": [[1.440, 2.161, -0.394], [2.443, 1.324, -0.114], [-0.876, 2.498, 0.431], [-0.117, 1.823, -0.700], [-1.875, -0.060, -0.768], [-0.770, -2.863, -0.753], [-0.495, 0.403, -1.067], [-1.469, -1.072, 0.334], [-0.010, -0.758, -0.100], [0.985, -1.132, 2.056], [0.997, -0.432, 0.845], [2.819, -0.932, -1.240], [-1.799, -2.386, 0.123], [0.390, -2.125, -0.555], [2.617, -0.447, 0.141], [1.448, 3.198, -0.524], [3.502, 1.684, 0.026], [-0.787, 1.904, 1.340], [-1.896, 2.588, 0.140], [-0.451, 3.467, 0.565], [-0.261, 2.459, -1.711], [-2.670, 0.609, -0.475], [-2.333, -0.598, -1.588], [-0.500, -3.971, -0.480], [-0.944, -2.856, -1.760], [-0.335, 0.273, -2.084], [-1.868, -0.713, 1.260], [0.773, -2.182, 1.898], [1.877, -1.053, 2.488], [0.167, -0.811, 2.667]],
  "nbo_charge": [-0.1334, -0.4462, -0.6127, -0.2045, -0.4315, 0.2232, -0.2839, 0.0507, 0.4223, -0.4049, -0.6461, -0.9120, -0.5008, -0.5388, 1.3985, 0.2048, 0.2149, 0.2105, 0.2090, 0.2131, 0.2122, 0.2133, 0.2198, 0.1655, 0.1429, 0.2347, 0.1970, 0.1803, 0.2045, 0.1975]
}

[4]
{
  "formula": "C10H15O2",
  "method": "ωB97M-V with the def2-TZVPD basis set",
  "total_energy_ev": -14708.611,
  "e_lumo_ev": 3.546,
  "homo_energy_ev": -3.6,
  "total_charge": -1,
  "de_lowest_kcal_mol": 0.0,
  "elements": ["C", "C", "C", "C", "C", "C", "C", "C", "C", "C", "O", "O", "H", "H", "H", "H", "H", "H", "H", "H", "H", "H", "H", "H", "H", "H", "H"],
  "positions_angstrom": [[0.542, -0.114, -1.702], [-0.436, -0.918, -1.197], [0.809, 0.917, -0.827], [-0.689, -0.545, 0.329], [0.347, 0.565, 0.560], [1.148, 0.062, -3.052], [-0.649, -1.830, 1.260], [-2.113, 0.040, 0.453], [-0.199, 1.695, 1.427], [1.559, -0.007, 1.081], [-0.992, -1.992, -1.582], [1.328, 2.013, -1.075], [1.869, 0.852, -2.978], [0.485, 0.356, -3.895], [1.728, -0.797, -3.423], [-0.688, -1.514, 2.303], [0.199, -2.566, 1.130], [-1.593, -2.501, 1.160], [-2.219, 0.694, 1.326], [-2.904, -0.702, 0.450], [-2.238, 0.595, -0.389], [-0.399, 1.317, 2.365], [-1.083, 2.257, 1.044], [0.561, 2.567, 1.675], [1.683, -0.121, 2.196], [2.385, 0.624, 0.744], [1.558, -0.946, 0.617]],
  "nbo_charge": [-0.3962, 0.5189, 0.5598, -0.0885, -0.1860, -0.6099, -0.6146, -0.6017, -0.5894, -0.5888, -0.7311, -0.7107, 0.2261, 0.1886, 0.1883, 0.1858, 0.2084, 0.2157, 0.1935, 0.2044, 0.2055, 0.1874, 0.2075, 0.2056, 0.1825, 0.2168, 0.2219]
}

[5]
{
  "formula": "C10H15OP",
  "method": "ωB97M-V with the def2-TZVPD basis set",
  "total_energy_ev": -21946.618,
  "e_lumo_ev": 0.798,
  "homo_energy_ev": -8.9,
  "de_lowest_kcal_mol": 21.7,
  "elements": ["C", "C", "C", "C", "C", "C", "C", "C", "C", "C", "O", "P", "H", "H", "H", "H", "H", "H", "H", "H", "H", "H", "H", "H", "H", "H", "H"],
  "positions_angstrom": [[-0.600, -2.014, 0.459], [-1.660, -0.944, 0.694], [0.819, -1.617, 0.612], [-1.905, 0.062, -1.585], [-2.667, 1.033, -0.717], [1.814, -0.676, -1.670], [2.724, -0.236, -0.504], [-1.416, 0.279, -0.164], [1.265, -0.408, -0.259], [0.686, 1.765, 1.442], [-0.906, -3.147, 0.215], [0.267, 1.126, -0.251], [-2.760, -1.254, 0.508], [-1.625, -0.596, 1.625], [1.098, -1.251, 1.693], [1.509, -2.465, 0.466], [-2.387, -0.872, -1.785], [-1.336, 0.497, -2.338], [-2.531, 2.019, -1.026], [-3.613, 0.940, -0.160], [1.677, 0.014, -2.493], [2.133, -1.678, -2.032], [3.178, -1.018, 0.024], [3.034, 0.711, -0.363], [1.757, 1.732, 1.325], [0.371, 1.037, 2.211], [0.144, 2.769, 1.467]],
  "nbo_charge": [0.5962, -0.5059, -0.5142, -0.4156, -0.4147, -0.4229, -0.4176, -0.3097, -0.3287, -0.9467, -0.5212, 0.8505, 0.2281, 0.2167, 0.2282, 0.2387, 0.2188, 0.2193, 0.2138, 0.2240, 0.2286, 0.2246, 0.2092, 0.2064, 0.2309, 0.2179, 0.2455]
}

[6]
{
  "formula": "C10H15PS",
  "method": "ωB97M-V with the def2-TZVPD basis set",
  "total_energy_ev": -30735.120,
  "e_lumo_ev": 0.807,
  "homo_energy_ev": -8.3,
  "de_lowest_kcal_mol": 26.1,
  "elements": ["C", "C", "C", "C", "C", "C", "C", "C", "C", "C", "P", "S", "H", "H", "H", "H", "H", "H", "H", "H", "H", "H", "H", "H", "H", "H", "H"],
  "positions_angstrom": [[0.992, 1.364, 0.234], [1.299, 0.231, -0.396], [-1.857, -1.773, -0.664], [-1.508, 0.730, -0.381], [-1.920, -1.727, 0.922], [-0.883, 0.907, 0.988], [0.379, -0.891, -0.231], [-0.983, -0.607, -1.022], [1.714, 2.618, 0.548], [2.571, -0.123, -1.058], [-0.460, -0.777, 1.463], [0.423, -1.364, 3.050], [-1.286, -2.660, -0.871], [-2.814, -1.553, -1.132], [-2.590, 0.599, -0.368], [-1.240, 1.511, -1.090], [-2.791, -1.199, 1.270], [-1.931, -2.668, 1.560], [-1.322, 1.666, 1.690], [0.697, -1.841, -0.650], [-0.814, -0.704, -2.080], [2.564, 2.741, -0.159], [2.118, 2.836, 1.566], [0.951, 3.436, 0.339], [3.290, 0.710, -0.845], [2.556, -0.445, -2.184], [2.845, -1.017, -0.502]],
  "nbo_charge": [0.1350, -0.0903, -0.4001, -0.4505, -0.7843, -0.5700, -0.5523, -0.1896, -0.6923, -0.6313, 1.3276, -0.5388, 0.2161, 0.2198, 0.2050, 0.2309, 0.2312, 0.2616, 0.2590, 0.2371, 0.2197, 0.2256, 0.2399, 0.2235, 0.2170, 0.2235, 0.2271]
}

[7]
{
  "formula": "C10H16",
  "method": "ωB97M-V with the def2-TZVPD basis set",
  "spin_multiplicity": 2,
  "total_energy_ev": -10627.865,
  "e_lumo_ev": [3.289, 3.203],
  "homo_energy_ev": [1.0, -3.3],
  "total_charge": -1,
  "de_lowest_kcal_mol": 10.3,
  "elements": ["C", "C", "C", "H", "H", "H", "H", "H", "H", "H", "H", "C", "C", "C", "C", "C", "C", "C", "H", "H", "H", "H", "H", "H", "H", "H"],
  "positions_angstrom": [[-0.343, 1.351, 3.588], [0.988, 1.996, 4.026], [-0.869, 0.403, 4.641], [-1.052, 2.123, 3.299], [-0.152, 0.825, 2.640], [1.391, 1.437, 4.875], [-0.115, -0.278, 5.042], [-1.122, 0.962, 5.562], [-1.695, -0.208, 4.377], [1.691, 2.156, 3.214], [0.786, 2.964, 4.509], [1.604, -2.334, -2.843], [-1.222, 0.693, -1.593], [-0.888, -0.320, -0.720], [-0.675, 0.706, -2.924], [0.113, -1.254, -1.041], [0.260, -0.292, -3.261], [0.674, -1.270, -2.375], [-1.808, 1.548, -1.261], [-1.324, -0.275, 0.264], [-0.942, 1.417, -3.704], [0.327, -2.123, -0.415], [0.640, -0.321, -4.278], [2.536, -2.342, -2.249], [1.851, -2.218, -3.902], [1.236, -3.379, -2.781]],
  "nbo_charge": [-0.4176, -0.6135, -0.6074, 0.1979, 0.2207, 0.1942, 0.1965, 0.1845, 0.2105, 0.2179, 0.1888, -0.6076, -0.3168, -0.2379, -0.4256, -0.4481, -0.2057, -0.1216, 0.1735, 0.1758, 0.1723, 0.1675, 0.1657, 0.1714, 0.1912, 0.1733]
}

[8]
{
  "formula": "C10H16",
  "method": "ωB97M-V with the def2-TZVPD basis set",
  "spin_multiplicity": 2,
  "total_energy_ev": -10626.372,
  "e_lumo_ev": [3.667, 3.565],
  "homo_energy_ev": [0.6, -3.4],
  "total_charge": -1,
  "de_lowest_kcal_mol": 44.7,
  "elements": ["C", "C", "C", "C", "C", "C", "C", "H", "H", "H", "H", "H", "H", "H", "H", "C", "C", "C", "H", "H", "H", "H", "H", "H", "H", "H"],
  "positions_angstrom": [[0.160, 1.989, 2.136], [0.182, -0.477, 1.575], [0.999, 0.696, 1.740], [0.723, -1.457, 0.800], [2.072, -1.501, 0.493], [2.323, 0.731, 1.312], [2.917, -0.457, 0.970], [-0.911, -0.610, 1.913], [0.116, -2.383, 0.358], [0.800, 2.825, 2.062], [-0.120, 1.891, 3.174], [2.447, -2.258, -0.272], [3.037, 1.563, 1.587], [3.972, -0.480, 1.175], [-0.635, 2.174, 1.432], [-1.211, -0.072, -1.321], [-2.626, -0.728, -1.216], [-1.002, 0.319, -2.750], [-1.026, 0.805, -0.651], [-0.471, -0.815, -1.173], [-2.930, -1.203, -2.175], [-1.520, -0.439, -3.466], [-1.102, 1.378, -3.038], [-3.442, 0.009, -1.168], [-2.827, -1.444, -0.411], [0.076, -0.058, -3.086]],
  "nbo_charge": [-0.6299, -0.4472, -0.0799, -0.2098, -0.3568, -0.2550, -0.3921, 0.1855, 0.1596, 0.1893, 0.1877, 0.1651, 0.1719, 0.1689, 0.1889, -0.4390, -0.6081, -0.6185, 0.2221, 0.2298, 0.1864, 0.1848, 0.2003, 0.1873, 0.2069, 0.2018]
}

[9]
{
  "formula": "C10H16",
  "method": "ωB97M-V with the def2-TZVPD basis set",
  "total_energy_ev": -10626.774,
  "e_lumo_ev": 0.915,
  "homo_energy_ev": -8.8,
  "de_lowest_kcal_mol": 68.5,
  "elements": ["C", "C", "C", "C", "C", "C", "C", "H", "H", "H", "H", "H", "H", "H", "H", "C", "C", "C", "H", "H", "H", "H", "H", "H", "H", "H"],
  "positions_angstrom": [[2.342, -0.713, -0.686], [-1.858, -1.656, -1.555], [-1.089, -0.751, -2.298], [-1.081, -2.345, -0.566], [0.247, -0.450, -2.012], [0.270, -2.273, -0.455], [0.986, -1.228, -1.039], [-2.922, -1.825, -1.368], [-1.753, -0.234, -2.943], [-1.562, -3.210, 0.099], [0.771, 0.385, -2.401], [0.700, -2.838, 0.291], [2.817, -1.470, -0.136], [2.356, 0.065, 0.142], [2.986, -0.253, -1.504], [-0.451, 2.923, 2.023], [-0.811, 2.012, 3.263], [1.002, 2.738, 1.606], [-1.277, 2.658, 1.123], [-0.521, 3.943, 2.226], [-0.396, 1.022, 3.217], [-1.903, 1.660, 3.096], [1.424, 3.686, 1.820], [1.593, 1.921, 1.989], [-0.729, 2.561, 4.077], [1.063, 2.381, 0.584]],
  "nbo_charge": [-0.6465, -0.2420, -0.2110, -0.1743, -0.2107, -0.2513, 0.0074, 0.2311, 0.2121, 0.2025, 0.2081, 0.2035, 0.2196, 0.2229, 0.2286, -0.3738, -0.6038, -0.6353, 0.1841, 0.1938, 0.2095, 0.1983, 0.2077, 0.2064, 0.1986, 0.2146]
}

[10]
{
  "formula": "C10H16",
  "method": "ωB97M-V with the def2-TZVPD basis set",
  "total_energy_ev": -10627.515,
  "e_lumo_ev": 0.918,
  "homo_energy_ev": -8.9,
  "de_lowest_kcal_mol": 51.4,
  "elements": ["C", "C", "C", "H", "H", "H", "H", "H", "H", "H", "H", "C", "C", "C", "C", "C", "C", "C", "H", "H", "H", "H", "H", "H", "H", "H"],
  "positions_angstrom": [[-3.565, -0.607, -0.762], [-4.219, -0.868, 0.575], [-4.499, 0.375, -1.313], [-2.529, -0.169, -0.595], [-3.420, -1.409, -1.471], [-3.964, 0.024, 1.210], [-4.210, 0.541, -2.334], [-5.484, 0.069, -1.519], [-3.785, -1.728, 1.183], [-5.382, -0.953, 0.538], [-4.595, 1.334, -0.832], [1.686, 2.393, -0.544], [3.225, -0.488, 1.373], [2.504, -1.556, 0.908], [3.032, 0.833, 0.834], [2.008, 0.989, -0.069], [1.535, -1.396, -0.167], [1.126, -0.046, -0.353], [4.053, -0.523, 2.054], [2.487, -2.592, 1.192], [3.680, 1.575, 1.049], [0.960, -2.228, -0.551], [0.638, 2.519, -0.769], [2.299, 2.600, -1.413], [0.205, 0.144, -0.760], [2.046, 3.027, 0.134]],
  "nbo_charge": [-0.4101, -0.6090, -0.6098, 0.1954, 0.2038, 0.2060, 0.2010, 0.2050, 0.2055, 0.2065, 0.2063, -0.6150, -0.2147, -0.2366, -0.2075, -0.0109, -0.1800, -0.2063, 0.2122, 0.2172, 0.2004, 0.2103, 0.2126, 0.2142, 0.1974, 0.2063]
}

[11]
{
  "formula": "C10H16",
  "method": "ωB97M-V with the def2-TZVPD basis set",
  "total_energy_ev": -10628.932,
  "e_lumo_ev": 1.030,
  "homo_energy_ev": -9.1,
  "de_lowest_kcal_mol": 18.7,
  "elements": ["C", "C", "C", "C", "C", "C", "C", "H", "H", "H", "H", "H", "H", "H", "H", "C", "C", "C", "H", "H", "H", "H", "H", "H", "H", "H"],
  "positions_angstrom": [[-2.199, 0.098, 0.004], [-0.487, -1.187, -1.247], [-0.973, 0.044, -0.933], [0.624, -1.293, -2.100], [-0.436, 1.229, -1.445], [1.192, -0.145, -2.627], [0.605, 1.095, -2.362], [-0.886, -2.105, -0.842], [1.089, -2.260, -2.249], [-1.953, 0.711, 0.881], [-2.469, -0.872, 0.421], [-0.741, 2.236, -1.185], [2.067, -0.217, -3.253], [1.024, 1.964, -2.857], [-2.928, 0.536, -0.659], [0.644, -0.275, 2.357], [1.550, 0.889, 2.808], [-0.458, -0.537, 3.379], [0.338, -0.096, 1.334], [1.235, -1.182, 2.309], [2.313, 0.575, 3.515], [-0.480, 0.101, 4.269], [0.851, 1.646, 3.198], [1.998, 1.418, 1.961], [-1.404, -0.588, 2.828], [-0.442, -1.529, 3.843]],
  "nbo_charge": [-0.6352, -0.2378, 0.0043, -0.1872, -0.2380, -0.2362, -0.1882, 0.2125, 0.2098, 0.2167, 0.2141, 0.2194, 0.2131, 0.2085, 0.2239, -0.4147, -0.6044, -0.6257, 0.2117, 0.1978, 0.2066, 0.2099, 0.1969, 0.2072, 0.2080, 0.2071]
}

[12]
{
  "formula": "C10H16",
  "method": "ωB97M-V with the def2-TZVPD basis set",
  "total_energy_ev": -10623.426,
  "e_lumo_ev": 0.012,
  "homo_energy_ev": -6.9,
  "de_lowest_kcal_mol": 145.7,
  "elements": ["C", "C", "C", "C", "C", "C", "C", "C", "C", "C", "H", "H", "H", "H", "H", "H", "H", "H", "H", "H", "H", "H", "H", "H", "H", "H"],
  "positions_angstrom": [[0.821, 0.583, 0.463], [1.631, 1.403, 1.220], [0.240, -0.478, -0.056], [1.481, 1.622, 2.681], [2.490, 2.467, 0.535], [-1.152, -2.655, 0.390], [-0.531, -1.576, -2.342], [-2.010, 0.371, -1.533], [-1.017, -1.164, 0.349], [-0.791, -0.581, -1.139], [0.402, 1.660, 2.896], [1.930, 0.788, 3.211], [1.862, 2.552, 2.998], [3.577, 2.222, 0.399], [2.330, 3.443, 1.070], [2.159, 2.625, -0.499], [-1.679, -2.973, 1.297], [-0.239, -3.285, 0.294], [-1.818, -2.863, -0.448], [0.457, -1.843, -2.447], [-0.760, -1.070, -3.328], [-1.097, -2.495, -2.309], [-2.916, -0.048, -1.251], [-1.911, 1.332, -1.041], [-2.006, 0.561, -2.551], [-1.454, -0.601, 1.141]],
  "nbo_charge": [0.2337, -0.1270, -0.2301, -0.6250, -0.6205, -0.6304, -0.6090, -0.6045, -0.1774, -0.0219, 0.2206, 0.2224, 0.2098, 0.2144, 0.2157, 0.2186, 0.2123, 0.2248, 0.2042, 0.2150, 0.2134, 0.2079, 0.2010, 0.2071, 0.2010, 0.2242]
}